138
Properties=species:S:1:pos:R:3:forces:R:3 method="wB97M-V/def2-TZVPD" spin_multiplicity=2 charge=+1 s_squared=0.758 max_force_ev_per_a=3.507 homo_lumo_gap_ev="9.46 / 2.79" de_lowest_ev=0.000 e_lumo_ha="-0.06375 / -0.30874"
O 1.9857 -3.8106 1.8144 -0.7 -1.3 -0.5
O 3.4942 -4.5428 -2.3931 -0.7 -0.1 1.0
O -1.8947 -4.4171 -2.3945 0.0 1.0 -0.8
O -2.8256 4.3601 2.6469 0.8 0.7 1.4
O 4.0112 0.8808 2.0393 -0.3 -0.6 0.1
O -6.9146 3.6134 0.1869 0.9 -0.6 0.3
O -1.3420 5.2080 -1.0220 -1.5 -2.6 0.7
O 0.3317 1.2044 0.4827 -0.1 -0.7 1.0
O -0.8984 0.6030 4.9110 0.5 -0.4 2.4
O -2.0253 -4.5155 0.3622 -0.6 -0.8 0.0
N -4.1468 3.8366 0.2386 0.5 1.1 -0.5
N 6.6927 0.2529 -0.4234 -1.3 0.4 -0.5
N -5.7628 -4.3234 0.5257 0.6 -0.4 0.2
N 1.9265 6.4300 -2.1939 0.4 1.1 0.1
N 5.2152 -1.5685 -3.8311 -0.5 -0.6 0.6
N 1.6004 -0.9988 1.3744 -0.6 2.4 -0.4
C 1.3044 0.6747 -0.3764 -0.5 0.7 0.6
C 0.1635 -1.6062 -0.3976 -1.4 0.1 -0.3
C 3.7883 -5.9438 -2.1581 0.5 1.6 -0.1
C -4.1769 -2.4990 0.3192 0.2 -0.8 -1.0
C 1.0536 4.2559 -2.5508 -0.6 -0.8 -1.0
C 1.3681 -0.8207 -0.0078 1.8 -2.8 -1.1
C 2.7125 -4.1919 0.6504 0.9 0.2 1.0
C 6.3317 -0.8076 1.7224 -1.2 0.5 0.5
C -1.0136 -5.1375 1.1163 0.7 0.4 0.6
C 3.3149 1.9665 2.6071 -0.9 -0.6 0.6
C 4.9722 1.2349 1.0631 -0.4 -0.4 -0.3
C -6.0903 2.7104 0.9440 -0.7 0.3 -0.1
C -3.3315 -4.8681 0.8595 -0.7 1.3 0.6
C 2.7490 -1.7918 -3.6003 0.6 -1.5 0.6
C 0.0483 2.5885 0.4440 -1.3 0.1 0.0
C -4.7670 2.5511 0.2172 -0.5 -1.3 0.8
C -0.6171 0.3839 3.5829 -1.3 1.7 -1.0
C 4.1160 -3.6549 0.7967 0.0 0.1 -0.8
C 0.6887 5.7033 -2.3033 0.2 -0.6 1.4
C 4.1546 -2.2472 -3.0493 -0.4 0.3 -0.7
C -2.3409 5.8178 -1.8230 1.5 0.6 -1.0
C 4.4685 -3.7809 -3.0812 -0.8 0.1 -0.5
C -0.7698 -4.9919 -3.0538 -1.2 -1.2 1.2
C -0.0946 5.7985 -0.9683 -0.1 2.5 -0.8
C -1.6712 -0.5978 3.0812 0.8 -0.3 -0.5
C -4.3806 -4.0214 0.1195 0.3 0.4 0.0
C -3.8494 1.4805 0.9022 -1.1 0.5 -0.6
C -2.9903 5.7878 2.9008 -0.2 -1.6 -0.6
C -2.5380 6.6464 1.7312 0.0 0.1 0.5
C 5.6417 -0.0828 0.5476 1.4 0.9 1.2
C -8.1242 3.9029 0.8136 -1.4 0.9 -0.8
C -0.7489 -6.4379 -2.4661 0.3 0.1 -0.6
H -6.0239 -5.2313 0.1684 -0.1 -0.3 0.1
H -1.5761 -0.8534 2.0259 0.0 0.1 -0.2
H -3.1876 1.0423 0.1552 0.4 0.2 0.2
H 0.8416 3.2518 0.7889 0.5 -0.2 -0.6
H -1.4833 6.4897 1.5048 0.0 0.0 0.0
H 4.5111 -3.8452 1.7945 -0.1 0.0 -0.1
H 0.0799 6.1293 -3.1007 0.1 -0.1 -0.1
H -1.7511 -4.5080 -1.4497 -0.2 0.0 0.5
H -0.7966 -4.5556 2.0120 -0.3 -0.1 0.4
H -8.6851 3.0358 1.1623 0.3 -0.2 0.2
H -4.0332 5.9982 3.1379 -0.2 0.0 0.0
H 4.4901 -4.1309 -4.1132 0.1 0.2 -0.4
H -3.5612 4.0005 -0.5678 0.5 -0.4 0.2
H -4.2258 -4.2658 -0.9314 0.0 0.3 -0.3
H -0.7497 2.7950 1.1571 -0.1 -0.4 0.2
H 0.9786 0.7480 -1.4140 0.3 0.0 -0.3
H -1.2832 1.4592 5.1122 0.1 0.0 -0.4
H -0.1828 -7.1782 -3.0314 0.3 0.1 0.1
H -0.7179 1.3639 3.1166 -0.3 0.0 -0.8
H -0.4368 -6.4252 -1.4218 0.5 0.1 0.0
H 2.7674 2.5792 1.8909 0.4 0.2 -0.4
H 4.2300 -1.9149 -2.0139 -0.2 -0.1 0.5
H 3.0931 -6.3392 -1.4175 -0.4 0.1 -0.5
H 4.8699 -0.7581 0.1784 0.0 0.3 -0.7
H -0.6530 -1.1900 0.1924 -0.4 -0.1 -0.3
H 7.4915 0.5909 0.0941 0.2 -0.1 -0.2
H -3.3576 4.0332 1.9177 -0.4 0.6 -0.8
H -6.6075 1.7572 1.0539 0.0 -0.2 -0.1
H 3.7696 -6.4650 -3.1153 0.0 -0.3 0.2
H -3.2641 5.2519 -1.9478 0.2 -0.2 0.7
H 2.0242 -1.9095 -2.7948 -0.2 -0.2 0.0
H -3.5774 -5.9298 0.8404 0.4 -0.3 -0.6
H 5.4640 -3.9700 -2.6797 0.2 0.1 0.3
H 7.0694 -1.5306 1.3744 -0.2 -0.1 0.1
H 2.5308 6.1876 -2.9660 0.0 0.2 -0.3
H 2.5340 1.4813 3.1927 0.0 0.2 0.3
H 2.2165 -3.8394 -0.2539 0.0 0.0 -0.2
H 1.8866 -2.8560 1.8361 0.2 1.1 0.3
H -5.0707 -2.0476 -0.1114 0.0 0.4 0.4
H -2.6917 7.6844 2.0264 0.1 0.2 -0.2
H -0.4210 2.7971 -0.5174 0.6 0.6 -0.2
H -3.3947 -4.5960 1.9131 0.2 0.1 0.3
H 4.4121 1.7996 0.3179 0.3 -0.1 -0.8
H 4.7584 -5.9916 -1.6635 0.4 -0.3 -0.3
H -3.3610 -2.1637 -0.3211 0.2 0.0 0.1
H -4.4584 0.6565 1.2739 0.0 0.0 0.1
H 5.0341 -0.5832 -3.7030 0.2 0.3 -0.2
H 2.4504 6.1335 -1.3829 0.0 0.0 0.4
H 3.8964 2.5884 3.2877 0.3 0.0 -0.2
H 0.1818 -2.6701 -0.1612 0.4 0.1 0.1
H -5.9893 3.1339 1.9432 0.4 0.0 0.3
H 0.4416 0.1972 3.4027 0.1 -0.9 0.5
H 0.5323 5.5425 -0.1142 -0.2 -1.2 0.0
H 6.9497 -0.5427 -0.9900 0.2 0.0 0.1
H 5.6489 1.9606 1.5142 0.6 -0.2 0.0
H -6.3771 -3.6806 0.0467 -0.1 0.2 0.1
H -1.9418 5.8677 -2.8361 -0.2 0.2 -0.3
H 0.1201 -4.4094 -2.8156 0.4 -0.2 -0.1
H -0.0570 -1.5099 -1.4607 -0.1 0.1 0.1
H -3.1188 6.4557 0.8288 0.0 -0.1 0.1
H 4.7031 -4.1974 0.0556 0.4 0.3 0.0
H -2.6604 -0.1646 3.2287 0.1 -0.1 0.1
H 2.2835 -1.3157 -0.3320 0.2 0.5 -1.7
H 1.7749 4.1997 -3.3661 0.1 0.0 0.0
H 2.6349 -0.7713 -3.9660 0.7 0.0 0.0
H -3.3350 1.9543 1.7383 0.2 -0.2 -0.1
H -0.0494 -5.1086 0.6088 -0.2 -0.1 -0.6
H 4.1226 -2.5908 0.5606 0.3 0.1 0.1
H -2.4346 5.9504 3.8243 0.2 0.2 -0.2
H -5.0331 2.2196 -0.7865 0.1 -0.1 -0.2
H -8.7420 4.3818 0.0539 -0.1 -0.3 -0.3
H 2.2480 1.1773 -0.1642 0.4 -0.1 -0.4
H -0.3501 6.8123 -0.6598 0.6 0.9 -0.6
H -1.7616 -6.8337 -2.3901 -0.2 0.3 -0.4
H 0.2158 3.6492 -2.8944 -0.2 -0.1 0.2
H -4.8549 4.5464 0.1164 -0.4 0.1 0.2
H 2.4796 -2.4882 -4.3943 -0.2 0.2 -0.1
H 2.8548 -5.2710 0.5932 -1.0 -0.1 0.3
H -2.5272 6.8465 -1.5143 -0.2 0.0 0.3
H -3.9814 -2.1849 1.3445 -0.3 -0.1 0.0
H -1.2435 -6.1656 1.3963 -0.1 -0.1 -0.1
H 0.8801 -0.3901 1.7358 -0.8 -0.4 1.8
H -0.9783 -4.9350 -4.1222 0.2 -0.2 0.1
H 1.5026 3.7730 -1.6829 0.0 0.2 0.1
H -1.5811 -1.5351 3.6303 -0.2 0.0 0.2
H 5.5605 -1.2337 2.3641 0.2 -0.5 0.1
H -8.1297 4.6968 1.5605 0.8 -0.3 0.7
H 6.0544 -1.7567 -3.3015 0.6 0.1 -0.3
H 6.7951 -0.0698 2.3773 0.4 0.1 -0.2
H 2.4949 -0.5507 1.5133 1.3 -0.3 1.4